No. 1
# C8H31O8

A cluster of 8 separate species, C8H31O8 in total at a distorted geometry (ωB97M-V/def2-TZVPD, OMol25).

```
47
Properties=species:S:1:pos:R:3:lowdin_charge:R:1
O 2.866 1.901 -5.916 -0.11
O 0.591 -4.686 4.940 -0.14
O -5.438 3.334 -1.254 -0.12
O -1.999 6.844 3.036 -0.12
O -1.739 -0.325 1.541 -0.52
O 3.956 -5.550 -3.114 -0.14
O 2.801 -0.021 6.267 -0.11
O -4.184 -1.765 -3.875 -0.11
C -0.895 6.575 2.262 -0.20
C -0.747 0.497 0.966 -0.49
C 3.570 -5.127 -1.807 -0.16
C 3.831 -0.227 5.331 -0.18
C -5.330 4.417 -2.222 -0.15
C 0.368 -5.193 3.568 -0.12
C 2.296 2.162 -4.699 -0.20
C -3.009 -2.560 -3.753 -0.17
H -2.803 -3.080 -2.818 0.08
H -6.273 4.930 -2.413 0.06
H -4.521 5.093 -1.946 0.07
H -1.103 0.840 -0.005 0.01
H 0.622 -6.253 3.567 0.06
H 2.873 2.847 -4.079 0.07
H -5.200 3.983 -3.214 0.07
H 3.120 0.086 7.166 0.07
H -1.138 5.628 1.779 0.08
H 4.738 0.346 5.528 0.06
H -0.402 1.200 1.725 0.01
H 1.502 -4.883 5.169 0.05
H 2.226 1.221 -4.153 0.08
H 3.599 0.101 4.318 0.08
H 2.960 0.974 -6.151 0.08
H -0.636 -5.267 3.150 0.08
H 4.449 -5.302 -1.187 0.07
H -0.003 6.302 2.826 0.07
H -5.818 3.772 -0.489 0.06
H -2.080 -2.096 -4.083 0.07
H 4.337 -6.409 -2.917 0.06
H 4.112 -1.278 5.393 0.07
H 1.047 -4.608 2.948 0.08
H -2.186 6.072 3.575 0.08
H -4.044 -1.266 -4.683 0.07
H 0.184 0.051 0.616 -0.01
H 2.775 -5.793 -1.469 0.07
H 1.321 2.647 -4.750 0.08
H 3.263 -4.081 -1.783 0.08
H -3.106 -3.420 -4.416 0.06
H -0.753 7.366 1.526 0.08
```

As for the net charge: -1. As for the LUMO energy: 2.3 eV. As for the HOMO energy: -1.50 eV. The spin multiplicity is 1. The calculation puts the energy relative to the best compared isomer or geometry (same formula, charge and spin) at 377.9 kJ/mol.

---

No. 2
# C8H32B3O4Pb

A structure of composition C8H32B3O4Pb at a distorted geometry (ωB97M-V/def2-TZVPD, OMol25).

```
48
Properties=species:S:1:pos:R:3:lowdin_charge:R:1
Pb 0.904 -0.496 0.153 1.59
O -2.350 -1.960 -0.529 -0.23
O -2.273 -0.307 1.571 -0.24
O -0.439 2.112 -1.580 -0.25
O 0.789 2.911 0.812 -0.23
C 0.063 3.904 0.075 -0.20
C 0.106 3.434 -1.380 -0.19
C -0.551 1.792 -2.957 -0.11
C 0.800 3.326 2.178 -0.10
C -2.381 -3.296 -1.006 -0.08
C -3.465 -0.228 0.809 -0.19
C -2.529 -0.959 2.763 -0.11
C -3.590 -1.515 -0.031 -0.22
B 1.920 -2.697 2.688 -0.48
B 2.388 -2.205 -2.889 -0.45
B 4.703 0.277 -0.259 -0.45
H -1.330 2.357 -3.469 0.09
H 0.527 4.887 0.150 0.13
H -0.182 3.522 2.608 0.08
H -4.122 -1.290 -0.955 0.13
H -1.558 -1.141 3.225 0.11
H 1.396 4.220 2.363 0.09
H 4.590 -0.784 -0.419 -0.09
H -3.225 -0.370 3.360 0.09
H 1.139 3.456 -1.726 0.13
H 2.254 -2.787 -1.990 -0.10
H -0.952 4.050 0.444 0.12
H 0.925 -2.880 2.313 -0.12
H 2.057 -3.318 3.561 -0.08
H 0.430 1.864 -3.427 0.10
H -3.017 -1.907 2.537 0.09
H 2.088 -1.662 2.943 -0.10
H 2.625 -2.988 1.925 -0.08
H 1.749 -2.647 -3.638 -0.10
H 3.394 -2.182 -3.277 -0.07
H -0.826 0.753 -3.138 0.09
H 1.131 2.427 2.698 0.09
H 5.703 0.535 -0.569 -0.09
H -2.614 -3.897 -0.127 0.09
H -1.367 -3.499 -1.349 0.10
H 3.978 0.778 -0.882 -0.12
H -4.145 -2.226 0.582 0.12
H -4.337 0.010 1.418 0.12
H -3.184 -3.498 -1.715 0.09
H -0.391 4.209 -1.964 0.12
H 4.626 0.537 0.786 -0.11
H 1.986 -1.211 -2.768 -0.13
H -3.443 0.586 0.084 0.12
```

As for the net charge: -1. As for the LUMO energy: 0.5 eV. As for the HOMO energy: -5.05 eV. The spin multiplicity is 1. The calculation puts the energy relative to the best compared isomer or geometry (same formula, charge and spin) at 752.8 kJ/mol.

---

No. 3
# C8H32N12O8

A cluster of 8 separate species, C8H32N12O8 in total at a distorted geometry (ωB97M-V/def2-TZVPD, OMol25).

```
60
Properties=species:S:1:pos:R:3:lowdin_charge:R:1
O -4.276 0.537 3.213 0.00
O -0.108 -3.020 2.921 0.00
O 0.307 0.643 -0.195 -0.17
O 1.109 3.586 -3.758 0.04
O 3.051 1.347 0.409 -0.16
O -2.754 1.679 -1.132 0.00
O 2.444 -3.301 0.348 0.02
O -0.816 -4.168 -2.185 0.02
N -0.526 -1.493 4.508 0.15
N 1.387 3.044 -1.567 0.16
N -3.061 1.053 -3.293 0.16
N 2.393 -1.657 1.894 0.17
N 3.148 3.867 -2.703 0.15
N -0.088 -2.332 -1.026 0.18
N -3.743 1.814 1.383 0.15
N -1.542 -2.086 -2.731 0.14
N -0.990 1.133 -2.554 0.17
N -4.159 -0.377 1.078 0.15
N -1.979 -1.724 2.767 0.17
N 4.252 -2.987 1.687 0.16
C 2.977 -2.751 1.306 -0.66
C -2.289 1.302 -2.207 -0.64
C -0.838 -2.963 -1.966 -0.68
C -0.547 0.823 0.913 -0.12
C 1.823 3.515 -2.776 -0.67
C -0.848 -2.131 3.363 -0.71
C -4.127 0.672 2.006 -0.67
C 3.823 0.679 -0.601 -0.12
H -0.348 0.054 1.670 0.07
H 3.596 2.119 0.587 0.08
H -2.785 0.525 -4.096 0.10
H 4.653 -2.346 2.346 0.09
H 0.553 2.483 -1.592 0.05
H 2.775 -1.213 2.707 0.10
H -2.276 -2.201 1.935 0.10
H 4.586 -3.930 1.586 0.11
H -1.663 -1.145 -2.403 0.04
H 3.678 3.683 -1.879 0.08
H -1.073 -0.679 4.725 0.10
H -3.763 -0.093 0.203 0.06
H 1.872 3.122 -0.697 0.08
H 4.612 0.098 -0.113 0.08
H 3.174 0.159 -1.297 0.09
H -0.281 1.079 -1.826 0.06
H 0.696 -2.704 -0.512 0.06
H -3.480 2.554 2.013 0.11
H -3.406 1.772 0.427 0.02
H -2.032 -2.405 -3.545 0.10
H -4.491 -1.296 1.294 0.10
H -0.803 0.837 -3.492 0.12
H -0.347 -1.381 -0.822 0.05
H -3.993 1.410 -3.139 0.12
H -0.570 1.850 1.278 0.10
H 3.511 4.242 -3.564 0.11
H -2.570 -1.005 3.150 0.07
H -1.567 0.501 0.707 0.05
H 0.295 -1.834 4.971 0.10
H 4.500 1.357 -1.134 0.07
H 1.732 -1.190 1.300 0.07
H 1.197 0.872 0.110 0.04
```

As for the SMILES: NC(N)=O.NC(N)=O.NC(N)=O.NC(N)=O.NC(N)=O.NC(N)=O.CO.CO. As for the LUMO energy: -0.3 eV. As for the HOMO energy: -9.11 eV. The spin multiplicity is 1. The calculation puts the energy relative to the best compared isomer or geometry (same formula, charge and spin) at 164.8 kJ/mol.

---

No. 4
# C8H32N8O8

A cluster of 8 separate species, C8H32N8O8 in total at a distorted geometry (ωB97M-V/def2-TZVPD, OMol25).

```
56
Properties=species:S:1:pos:R:3:lowdin_charge:R:1
O -8.897 14.615 -0.779 -0.14
O -5.502 15.691 -2.455 0.03
O -4.731 13.834 -5.424 0.04
O -9.348 10.738 -1.577 -0.12
O -6.377 10.286 -5.423 0.08
O -12.411 13.260 -1.257 -0.11
O -7.805 12.999 -2.611 -0.15
O -10.340 16.493 -7.059 0.00
N -6.472 14.377 -6.655 0.15
N -5.555 14.100 -0.874 0.19
N -5.284 16.180 -0.342 0.18
N -6.566 8.725 -3.851 0.16
N -10.167 14.281 -6.726 0.17
N -7.995 8.822 -5.462 0.16
N -9.118 15.027 -8.337 0.15
N -6.006 15.749 -5.278 0.17
C -11.860 13.185 -2.537 -0.17
C -5.471 15.328 -1.290 -0.79
C -8.186 13.221 -3.922 -0.14
C -9.894 15.355 -7.371 -0.78
C -7.970 10.509 -1.200 -0.13
C -5.635 14.605 -5.760 -0.82
C -6.919 9.340 -4.959 -0.83
C -9.188 15.895 -1.285 -0.16
H -5.802 9.216 -3.409 0.12
H -7.369 12.830 -4.529 0.07
H -8.328 16.557 -1.185 0.06
H -8.390 14.177 -1.467 0.00
H -10.625 14.423 -5.837 0.12
H -7.128 15.035 -7.051 0.09
H -8.327 14.274 -4.166 0.08
H -5.605 13.926 0.120 0.12
H -6.584 16.392 -5.801 0.12
H -9.879 16.374 -0.591 0.08
H -5.208 17.166 -0.548 0.13
H -5.731 15.995 -4.338 0.07
H -9.721 13.382 -6.837 0.11
H -9.454 15.839 -2.340 0.08
H -10.798 13.397 -2.412 0.05
H -5.409 15.814 0.591 0.11
H -7.596 11.267 -0.512 0.09
H -8.714 14.104 -8.407 0.12
H -9.897 11.071 -0.863 0.08
H -9.028 12.594 -4.216 0.08
H -7.295 10.399 -2.049 0.07
H -8.354 9.256 -6.300 0.12
H -6.228 13.581 -7.226 0.13
H -12.022 12.678 -0.599 0.07
H -7.988 9.542 -0.698 0.09
H -7.985 12.085 -2.378 0.02
H -8.357 7.921 -5.185 0.11
H -7.098 8.006 -3.382 0.11
H -12.107 12.216 -2.971 0.08
H -12.242 13.974 -3.185 0.08
H -8.843 15.813 -8.909 0.13
H -6.082 13.626 -1.593 0.09
```

As for the SMILES: NC(N)=O.NC(N)=O.NC(N)=O.NC(N)=O.CO.CO.CO.CO. As for the LUMO energy: 0.2 eV. As for the HOMO energy: -8.97 eV. The spin multiplicity is 1. The calculation puts the energy relative to the best compared isomer or geometry (same formula, charge and spin) at 376.2 kJ/mol.

---

No. 5
# C8H32O10

A cluster of 11 separate species, C8H32O10 in total at a distorted geometry (ωB97M-V/def2-TZVPD, OMol25).

```
50
Properties=species:S:1:pos:R:3:lowdin_charge:R:1
O -0.728 3.114 -0.173 -0.05
O 1.786 -1.047 -3.483 -0.06
O 2.910 1.284 -2.849 -0.07
O -0.275 2.019 2.246 -0.09
O -1.727 -1.316 4.995 0.00
O -2.677 -1.819 2.519 -0.07
O 0.560 2.441 -2.432 -0.11
O 0.594 -2.644 -1.694 -0.07
O -0.598 0.189 -3.292 -0.03
O -2.334 0.728 3.316 -0.07
C -1.618 -1.067 -0.049 -0.19
C 2.205 1.095 -0.100 0.05
C 0.699 -0.640 0.750 -0.30
C 0.609 -1.285 1.930 0.11
C 1.980 -0.173 0.205 -0.34
C -0.519 -0.309 -0.027 -0.09
C 3.024 -1.212 0.038 -0.05
C -2.831 -0.715 -0.797 -0.11
H -2.867 0.315 -1.215 0.08
H 1.470 1.914 -0.033 0.06
H 3.365 1.450 -3.670 0.07
H 3.137 1.480 -0.512 0.07
H -0.501 2.393 1.303 0.05
H 2.725 -1.991 -0.731 0.09
H 1.465 -1.504 2.579 0.09
H -3.122 1.076 2.940 0.05
H 2.563 0.358 -2.958 0.03
H -2.251 -1.184 5.752 0.03
H 0.417 1.344 2.101 0.04
H -0.254 1.029 -2.974 -0.01
H 1.484 2.017 -2.539 0.04
H 1.687 -1.739 -2.806 0.02
H 3.219 -1.739 0.962 0.08
H -0.234 2.819 -0.976 0.01
H -1.556 1.227 2.914 0.04
H -2.446 -2.215 3.329 -0.01
H -0.167 -2.005 -1.810 0.06
H -0.429 0.642 -0.577 0.10
H -0.528 4.020 -0.067 0.05
H 3.971 -0.794 -0.305 0.09
H -3.750 -0.795 -0.150 0.09
H 0.911 -0.693 -3.558 -0.02
H 0.698 -2.683 -0.727 0.05
H -1.654 -2.002 0.565 0.12
H 0.494 3.109 -3.159 0.11
H -0.250 -1.583 2.379 0.02
H -1.302 -0.066 -2.705 0.01
H -3.024 -1.425 -1.658 0.10
H -1.819 -0.544 4.541 -0.06
H -2.514 -0.874 2.665 -0.02
```

As for the SMILES: C=C(C)C(=C)/C=C/C.O.O.O.O.O.O.O.O.O.O. As for the LUMO energy: 0.1 eV. As for the HOMO energy: -8.83 eV. The spin multiplicity is 1. The calculation puts the energy relative to the best compared isomer or geometry (same formula, charge and spin) at 35.4 kJ/mol.

---

No. 6
# C8H32O8

A cluster of 8 separate species, C8H32O8 in total at a distorted geometry (ωB97M-V/def2-TZVPD, OMol25).

```
48
Properties=species:S:1:pos:R:3:lowdin_spin:R:1
O 0.723 -1.363 3.202 0.55
O -0.141 3.054 1.750 0.00
O -0.844 4.687 -0.308 0.00
O 3.562 -1.833 -4.703 0.00
O 0.861 0.556 0.957 0.00
O 3.169 -3.501 -0.280 0.00
O -3.043 -4.715 1.396 0.11
O -3.224 0.000 -3.743 0.00
C 0.488 -0.494 4.194 0.14
C -1.872 4.210 -1.160 0.00
C 0.246 -0.067 -0.180 0.00
C -1.850 -4.041 1.138 0.03
C 3.348 -1.485 -3.321 0.00
C -2.296 1.124 -3.586 0.00
C 2.473 -2.902 0.909 0.00
C -0.832 3.598 2.890 0.00
H -1.674 4.605 -2.156 0.00
H -0.531 0.617 -0.523 0.00
H -2.641 -0.760 -3.799 0.00
H 0.389 1.375 1.123 0.00
H -1.074 -4.791 0.981 0.00
H -2.828 4.606 -0.818 0.00
H -0.286 0.233 3.948 0.05
H 4.053 -3.129 -0.326 0.00
H 3.101 -1.149 -5.195 0.00
H -0.173 3.535 3.756 0.00
H 3.098 -2.843 1.800 0.00
H -0.897 4.675 2.734 0.00
H -1.613 1.101 -4.435 0.00
H 2.180 -1.868 0.727 0.00
H -3.783 -4.110 1.488 0.00
H 1.319 0.144 4.496 0.07
H -1.847 3.218 3.003 0.00
H -2.823 2.078 -3.614 0.00
H -0.641 5.604 -0.507 0.00
H 3.632 -0.443 -3.175 0.00
H 4.078 -2.084 -2.776 0.00
H -1.606 -3.478 2.038 0.02
H 2.360 -1.702 -2.913 0.00
H -1.838 3.120 -1.190 0.00
H 0.954 -0.165 -1.003 0.00
H -1.720 1.033 -2.665 0.00
H -0.232 -1.036 -0.035 0.00
H -0.402 3.568 0.983 0.00
H 1.606 -3.514 1.156 0.00
H -1.760 -3.277 0.366 0.01
H 0.089 -1.091 5.014 0.01
H 0.742 -0.899 2.362 0.00
```

As for the net charge: +1. As for the LUMO energy (alpha / beta): -2.8 / -10.0 eV. As for the HOMO energy (alpha / beta): -12.33 / -12.33 eV. As for the expectation value of S²: 0.76. The spin multiplicity is 2. The calculation puts the energy relative to the best compared isomer or geometry (same formula, charge and spin) at 266.2 kJ/mol.

---

Which formula does entry 4 have? C8H32N8O8

---

The lowest energy relative to the best compared isomer or geometry (same formula, charge and spin) belongs to which entry? C8H32O10

---

Which of these has the lowest energy relative to the best compared isomer or geometry (same formula, charge and spin)? C8H32O10

---

Which value of energy relative to the best compared isomer or geometry (same formula, charge and spin) does entry 1 give? 377.9 kJ/mol